# 1
Here is a single C3H9N3 molecule at a distorted geometry from the OMol25 dataset. Energies are from the ωB97M-V functional and the def2-TZVPD basis.

Last column: Löwdin charge in e.
Element x y z (Å)
N (-1.333, 1.255, -0.379)  -0.006
N (-1.938, -1.049, 0.061)  0.018
N (-1.050, -0.183, -0.488)  -0.252
C (1.486, -0.649, -0.492)  -0.062
C (0.032, 1.521, -0.133)  -0.187
C (0.258, 0.056, 0.109)  -0.350
H (-2.284, -1.749, -0.659)  0.101
H (2.385, -0.435, 0.060)  0.062
H (0.454, 2.225, 0.602)  0.128
H (0.147, -0.408, 1.202)  0.160
H (1.759, -0.260, -1.455)  0.061
H (1.471, -1.741, -0.636)  0.076
H (-2.028, 1.404, 0.321)  0.083
H (0.321, 1.808, -1.065)  0.077
H (-1.378, -1.690, 0.693)  0.090

Results
- E_tot (eV) = -7723.4929
- M (g/mol) = 87.1
- spin multiplicity = 1
- relative energy (zero: lowest compared OMol25 entry of this formula, charge and spin) (eV) = 4.081
- frontier orbital gap (hartree) = 0.3250
- structure (SMILES) = C[C@H]1CNN1N
- total charge = 0
- E_LUMO (hartree) = 0.0425

=====

# 2
Here is a single C26H21NO3 molecule from the OMol25 dataset. Energies are from the ωB97M-V functional and the def2-TZVPD basis.

Last column: Löwdin charge in e.
Element x y z (Å)
O (1.225, 0.034, 3.325)  0.002
O (-0.074, 1.870, 3.416)  0.141
O (2.385, 1.727, 1.549)  0.110
N (0.840, 0.482, 0.460)  0.170
C (-3.620, 1.377, 0.061)  -0.016
C (-1.871, -1.946, -1.904)  -0.153
C (-4.693, 1.999, -0.503)  -0.072
C (4.710, 1.846, -1.974)  -0.071
C (-3.560, -0.206, -1.799)  -0.153
C (-1.375, 0.070, 1.286)  0.012
C (-1.921, -0.417, 0.013)  -0.103
C (2.673, -0.790, 5.038)  -0.063
C (-2.961, -1.278, -2.454)  0.030
C (-0.111, 0.469, 1.471)  -0.138
C (-4.679, 0.468, -2.352)  -0.035
C (-0.220, -3.713, -2.012)  -0.082
C (3.868, 1.939, -0.882)  -0.013
C (-1.353, -1.529, -0.638)  -0.114
C (2.054, 1.101, 0.563)  -0.388
C (1.815, 0.374, 4.582)  -0.215
C (-0.294, -2.290, -0.071)  -0.040
C (-5.235, 1.536, -1.719)  -0.080
C (0.256, -3.342, -0.738)  -0.079
C (-3.026, 0.244, -0.552)  -0.101
C (4.625, 0.753, -2.821)  -0.081
C (-1.263, -3.041, -2.570)  -0.034
C (2.849, -0.156, -1.482)  -0.024
C (2.922, 0.948, -0.635)  -0.128
C (3.701, -0.248, -2.568)  -0.075
C (0.361, 0.917, 2.828)  -0.477
H (-3.351, -1.601, -3.409)  0.120
H (-3.202, 1.749, 0.983)  0.111
H (3.923, 2.778, -0.205)  0.119
H (-5.078, 0.110, -3.291)  0.111
H (2.413, 1.280, 4.438)  0.132
H (5.283, 0.676, -3.674)  0.103
H (3.644, -1.108, -3.219)  0.104
H (-5.137, 2.859, -0.022)  0.104
H (-1.657, -3.333, -3.533)  0.112
H (5.436, 2.622, -2.164)  0.105
H (-6.088, 2.044, -2.145)  0.103
H (1.017, 0.594, 5.300)  0.127
H (2.065, -1.683, 5.158)  0.076
H (0.063, -2.032, 0.916)  0.114
H (3.141, -0.548, 5.988)  0.077
H (3.447, -0.991, 4.302)  0.077
H (2.155, -0.962, -1.286)  0.101
H (0.237, -4.545, -2.526)  0.102
H (1.059, -3.908, -0.290)  0.106
H (-2.053, 0.131, 2.125)  0.135
H (0.549, 0.100, -0.430)  0.132

Results
- E_tot (eV) = -34936.4913
- M (g/mol) = 395.5
- spin multiplicity = 1
- relative energy (zero: lowest compared OMol25 entry of this formula, charge and spin) (eV) = 0.555
- frontier orbital gap (hartree) = 0.2635
- structure (SMILES) = CCOC(=O)/C(=C/c1c2ccccc2cc2ccccc12)NC(=O)c1ccccc1
- total charge = 0
- E_LUMO (hartree) = -0.0166

=====

# 3
Here is a molecular structure, CH3I2NS at a distorted geometry from the OMol25 dataset. Energies are from the ωB97M-V functional and the def2-TZVPD basis.

Last column: Löwdin charge in e.
Element x y z (Å)
I (-0.357, -1.489, -2.086)  0.406
I (-0.078, -2.689, 1.451)  0.205
S (1.165, -1.158, -0.196)  0.056
N (1.007, 0.376, 0.124)  -0.563
C (-0.233, 1.130, 0.166)  -0.218
H (-0.575, 1.215, 1.191)  0.077
H (0.001, 2.086, -0.159)  0.049
H (-0.930, 0.529, -0.491)  -0.013

Results
- E_tot (eV) = -29610.9049
- M (g/mol) = 314.9
- spin multiplicity = 1
- relative energy (zero: lowest compared OMol25 entry of this formula, charge and spin) (eV) = 0.069
- frontier orbital gap (hartree) = 0.2807
- total charge = 0
- E_LUMO (hartree) = -0.0615

=====

# 4
Here is 4 unconnected molecules or ions with the total composition C2H11NO4 at a distorted geometry from the OMol25 dataset. Energies are from the ωB97M-V functional and the def2-TZVPD basis.

Last column: Mulliken spin population.
Element x y z (Å)
O (-0.676, -0.865, -1.855)  0.474
O (-0.223, -2.780, 0.614)  0.003
O (2.036, -0.920, 1.498)  0.000
O (2.247, 1.392, -0.351)  0.107
N (-0.923, 1.673, 0.360)  0.150
C (-0.660, 0.238, -1.469)  0.032
C (-1.712, 0.910, -0.557)  0.126
H (1.812, 2.263, -0.341)  -0.004
H (2.187, -1.785, 1.083)  0.000
H (1.746, 0.875, 0.296)  -0.007
H (-1.530, 2.279, 0.913)  0.013
H (-0.473, 1.049, 1.011)  -0.005
H (-0.190, -2.193, -0.148)  0.000
H (0.191, 0.875, -1.867)  0.102
H (-2.313, 1.596, -1.154)  -0.011
H (-0.394, -3.631, 0.192)  0.000
H (-2.311, 0.114, -0.152)  0.021
H (1.185, -1.090, 1.926)  0.000

Results
- E_tot (eV) = -11922.0517
- M (g/mol) = 113.1
- spin multiplicity = 2
- relative energy (zero: lowest compared OMol25 entry of this formula, charge and spin) (eV) = 2.414
- frontier orbital gap (spin up / spin down) (hartree) = 0.3533 / 0.1914
- <S²> = 0.758
- total charge = +1
- E_LUMO (spin up / spin down) (hartree) = -0.2040 / -0.3649

=====

# 5
Here is 2 unconnected molecules or ions with the total composition C4H10N2O2 at a distorted geometry from the OMol25 dataset. Energies are from the ωB97M-V functional and the def2-TZVPD basis.

Last column: Löwdin charge in e.
Element x y z (Å)
O (-0.403, 0.736, 1.680)  0.034
O (1.010, 0.439, -1.059)  0.043
N (-0.687, -1.471, 1.410)  0.150
N (-0.239, -0.463, -2.694)  0.135
C (0.019, 0.509, -1.748)  -0.584
C (-1.098, 1.485, -1.534)  -0.009
C (1.441, -0.671, 2.251)  -0.010
C (0.061, -0.381, 1.759)  -0.611
H (-0.428, -2.420, 1.564)  0.085
H (-1.220, 1.585, -0.454)  0.070
H (1.610, -1.633, 2.733)  0.074
H (1.698, 0.148, 2.921)  0.087
H (-1.682, -1.354, 1.243)  0.109
H (0.231, -1.361, -2.726)  0.103
H (-0.950, -0.361, -3.390)  0.082
H (-0.821, 2.485, -1.879)  0.086
H (2.144, -0.680, 1.413)  0.086
H (-2.039, 1.266, -2.029)  0.071

Results
- E_tot (eV) = -11386.3389
- M (g/mol) = 118.1
- spin multiplicity = 1
- relative energy (zero: lowest compared OMol25 entry of this formula, charge and spin) (eV) = 0.564
- frontier orbital gap (hartree) = 0.3844
- structure (SMILES) = CC(N)=O.CC(N)=O
- total charge = 0
- E_LUMO (hartree) = 0.0316

=====

# 6
Here is a gas-phase ion, C7H12N (charge +1) at a distorted geometry from the OMol25 dataset. Energies are from the ωB97M-V functional and the def2-TZVPD basis.

Last column: Löwdin charge in e.
Element x y z (Å)
N (-0.646, -0.368, -1.001)  0.183
C (0.909, -1.823, -2.151)  0.104
C (0.724, 0.289, 2.334)  -0.009
C (-0.262, -1.281, -1.854)  -0.269
C (-0.218, -1.875, -3.263)  0.053
C (0.129, -0.214, -0.004)  -0.001
C (0.532, 2.224, 0.502)  0.038
C (-0.003, 0.795, 1.044)  -0.308
H (-0.744, -2.778, -3.422)  0.079
H (-0.197, 2.647, -0.112)  0.068
H (-1.446, 0.199, -1.155)  0.196
H (1.608, 0.876, 2.513)  0.087
H (0.039, -1.361, -4.119)  0.066
H (0.828, 2.747, 1.373)  0.081
H (-1.096, 0.841, 1.113)  0.148
H (0.212, 0.071, 3.245)  0.087
H (1.128, -0.663, 2.015)  0.063
H (0.990, -0.897, 0.184)  0.155
H (1.387, -1.939, -1.165)  0.115
H (1.362, 1.832, 0.016)  0.063

Results
- E_tot (eV) = -8931.0424
- M (g/mol) = 110.2
- spin multiplicity = 1
- relative energy (zero: lowest compared OMol25 entry of this formula, charge and spin) (eV) = 5.960
- frontier orbital gap (hartree) = 0.3079
- structure (SMILES) = CC(C)/C=[NH+]/C1=CC1
- total charge = +1
- E_LUMO (hartree) = -0.1971

=====

> Which formula does entry 6 have?

C7H12N

=====

> Which of these has the lowest relative energy (zero: lowest compared OMol25 entry of this formula, charge and spin)?

CH3I2NS